1.
C40H56F24O22 | the ωB97M-V functional and the def2-TZVPD basis

XYZ file:
```
142
C40H56F24O22 | the OMol25 dataset | the ωB97M-V functional and the def2-TZVPD basis
C 1.013 5.586 -2.536
C -0.320 5.222 -1.838
O -0.545 6.398 -0.991
C -1.655 6.472 -0.161
O -2.613 5.760 -0.183
C -1.610 7.803 0.626
F -0.458 8.496 0.480
F -2.552 8.604 0.215
F -1.821 7.663 1.919
H 1.844 5.583 -1.830
H 1.027 6.513 -3.109
H 1.179 4.761 -3.228
H -0.278 4.344 -1.193
H -1.099 5.062 -2.584
C -2.482 0.572 5.532
C -2.423 -0.663 4.702
O -2.354 -1.870 5.490
C -2.150 -3.022 4.807
O -1.985 -3.108 3.640
C -2.103 -4.289 5.700
F -2.578 -4.054 6.938
F -2.769 -5.313 5.163
F -0.863 -4.598 5.888
H -3.406 0.574 6.111
H -2.504 1.474 4.920
H -1.699 0.660 6.284
H -1.459 -0.548 4.207
H -3.185 -0.751 3.928
C 5.358 1.687 -4.098
C 6.114 1.048 -2.964
O 5.303 0.131 -2.238
C 5.528 -1.198 -2.036
O 6.488 -1.803 -2.504
C 4.340 -1.829 -1.177
F 4.774 -2.165 0.058
F 3.252 -1.012 -1.097
F 3.865 -2.997 -1.708
H 5.997 2.425 -4.583
H 4.531 2.353 -3.853
H 4.931 0.890 -4.706
H 6.475 1.838 -2.305
H 6.993 0.527 -3.344
C -6.324 -9.036 4.124
C -6.148 -8.889 2.572
O -5.592 -7.648 2.187
C -4.320 -7.260 2.347
O -3.406 -7.840 2.944
C -4.099 -5.901 1.738
F -4.516 -5.029 2.681
F -2.750 -5.746 1.484
F -4.806 -5.711 0.679
H -6.961 -9.901 4.312
H -6.782 -8.204 4.658
H -5.421 -9.176 4.718
H -7.110 -9.079 2.096
H -5.536 -9.659 2.102
C -0.842 2.694 -8.063
C -1.199 1.781 -6.948
O -0.221 0.804 -6.601
C 0.918 1.122 -5.948
O 1.144 2.202 -5.444
C 1.875 -0.086 -5.802
F 1.590 -1.035 -6.693
F 3.131 0.373 -5.938
F 1.681 -0.589 -4.549
H -0.092 3.420 -7.749
H -1.681 3.160 -8.580
H -0.249 2.194 -8.829
H -1.981 1.140 -7.356
H -1.512 2.226 -6.003
C 6.219 6.685 1.163
C 6.684 5.429 2.023
O 5.818 4.350 1.877
C 5.593 3.754 0.729
O 6.366 3.889 -0.216
C 4.465 2.874 0.571
F 4.850 1.620 0.244
F 3.667 2.855 1.631
F 3.661 3.343 -0.385
H 6.271 6.614 0.077
H 6.896 7.516 1.358
H 5.192 6.969 1.393
H 6.565 5.741 3.060
H 7.733 5.156 1.907
C 1.751 -4.673 -3.175
C 0.912 -5.336 -2.035
O -0.362 -4.704 -2.069
C -1.442 -5.416 -2.389
O -1.372 -6.598 -2.568
C -2.753 -4.647 -2.417
F -2.570 -3.337 -2.725
F -3.483 -5.139 -3.424
F -3.446 -4.794 -1.290
H 1.719 -3.589 -3.074
H 1.341 -4.840 -4.171
H 2.775 -5.034 -3.079
H 1.442 -5.148 -1.102
H 0.861 -6.424 -2.083
C 2.586 -0.058 2.942
C 1.220 0.365 3.460
O 0.896 1.632 2.908
C 1.340 2.816 3.568
O 1.847 2.825 4.721
C 1.046 4.182 2.868
F 0.267 4.925 3.711
F 2.220 4.826 2.659
F 0.492 4.068 1.700
H 2.810 0.306 1.939
H 2.619 -1.138 3.078
H 3.371 0.257 3.629
H 1.165 0.186 4.533
H 0.547 -0.349 2.984
C 0.944 1.737 -1.749
C 0.020 1.539 -0.606
O -0.650 0.308 -0.781
C -0.190 -0.754 -0.120
O 0.821 -0.794 0.544
O -1.105 -1.730 -0.231
C -0.906 -2.934 0.439
H 1.439 2.677 -1.506
H 0.443 1.764 -2.717
H 1.696 0.959 -1.622
H -0.749 2.310 -0.651
H 0.638 1.685 0.280
H -0.090 -3.595 0.146
H -1.800 -3.552 0.360
H -0.709 -2.769 1.499
C -4.643 -2.153 0.932
C -4.894 -0.734 0.425
O -4.409 0.142 1.429
C -3.744 1.256 1.027
O -3.341 1.444 -0.116
O -3.532 2.009 2.094
C -3.091 3.365 1.825
H -3.654 -2.335 1.351
H -4.773 -2.842 0.097
H -5.274 -2.382 1.791
H -5.930 -0.565 0.132
H -4.295 -0.686 -0.484
H -2.977 3.951 2.737
H -3.795 3.813 1.123
H -2.116 3.349 1.337
```

largest force on an atom	0.1267	hartree/bohr
HOMO	-10.572	eV
total charge	0
ΔE to the lowest compared entry with this formula, charge and spin	58.5	kcal/mol
M	1344.82	g mol⁻¹
SMILES	CCOC(=O)C(F)(F)F.CCOC(=O)C(F)(F)F.CCOC(=O)C(F)(F)F.CCOC(=O)C(F)(F)F.CCOC(=O)C(F)(F)F.CCOC(=O)C(F)(F)F.CCOC(=O)C(F)(F)F.CCOC(=O)C(F)(F)F.CCOC(=O)OC.CCOC(=O)OC

---

2.
C40H56F3InN5O6S3Si2 | the ωB97M-V functional and the def2-TZVPD basis

XYZ file:
```
116
C40H56F3InN5O6S3Si2 | the OMol25 dataset | the ωB97M-V functional and the def2-TZVPD basis
In -0.213 0.302 -0.687
C -1.108 -1.745 -5.186
C 0.038 -0.839 -4.894
C 1.075 -0.550 -5.829
C 2.274 0.095 -5.457
C 2.247 0.650 -4.191
C 1.109 0.549 -3.315
N 0.137 -0.399 -3.608
N 1.008 1.292 -2.190
Si 1.950 2.786 -1.992
C 2.091 3.702 -3.682
C 0.797 3.900 -1.011
C 3.510 2.451 -1.184
H -2.015 -1.143 -5.010
H -1.040 -2.513 -4.395
H -1.107 -2.204 -6.209
H 0.974 -0.958 -6.857
H 3.142 0.224 -6.119
H 3.139 1.125 -3.799
H 1.235 3.675 -4.299
H 2.991 3.287 -4.161
H 2.362 4.723 -3.456
H -0.224 3.513 -1.252
H 0.904 4.907 -1.368
H 0.932 3.916 0.116
H 3.167 1.867 -0.291
H 4.052 3.289 -0.831
H 4.179 1.804 -1.735
F -4.476 -8.266 -2.483
C -4.395 -7.105 -3.206
F -5.727 -6.605 -3.364
F -3.933 -7.399 -4.418
C -3.609 -6.025 -2.508
C -4.213 -4.900 -1.946
C -3.459 -3.820 -1.517
C -2.028 -3.908 -1.754
C -1.457 -4.984 -2.426
C -2.205 -6.091 -2.640
C -1.167 -2.842 -1.349
C -0.699 -1.728 -1.187
H -5.280 -4.906 -1.823
H -3.937 -2.990 -1.036
H -0.396 -4.959 -2.675
H -1.770 -7.019 -3.149
S -0.898 1.941 1.372
C -2.316 2.971 1.139
N -2.428 4.248 0.797
C -3.815 4.696 0.860
C -4.526 3.544 1.591
N -3.515 2.515 1.409
H -1.699 4.920 0.707
H -4.254 4.723 -0.157
H -3.991 5.631 1.372
H -5.524 3.298 1.181
H -4.688 3.683 2.697
H -3.698 1.488 1.475
O -6.006 -1.535 -0.242
S -5.467 -0.209 -0.165
O -6.032 0.590 0.907
N -3.812 -0.103 -0.307
C -3.406 0.564 -1.428
O -2.209 0.828 -1.702
C -4.489 1.054 -2.222
C -4.478 1.882 -3.399
C -5.721 2.236 -3.872
C -6.883 2.018 -3.193
C -6.927 1.191 -2.067
C -5.692 0.786 -1.624
H -3.515 2.112 -3.824
H -5.782 2.848 -4.780
H -7.733 2.667 -3.416
H -7.904 0.913 -1.691
C 1.216 -2.815 3.356
C 0.699 -1.535 3.972
C -0.583 -1.078 3.265
C 0.579 -1.589 5.494
O 1.613 -0.451 3.704
Si 2.763 -0.127 2.614
S 1.982 -0.858 0.761
O 3.052 1.470 2.392
C 3.476 2.406 3.461
C 2.568 2.253 4.700
C 4.958 2.126 3.801
C 3.381 3.764 2.776
O 4.205 -0.753 3.146
C 5.217 -1.656 2.778
C 4.834 -2.400 1.498
C 5.283 -2.651 3.936
C 6.587 -0.976 2.611
H 0.666 -3.717 3.698
H 2.293 -2.967 3.453
H 1.046 -2.745 2.187
H -1.322 -1.801 3.528
H -0.536 -1.161 2.240
H -0.976 -0.090 3.514
H -0.377 -1.971 5.820
H 0.556 -0.510 5.804
H 1.418 -2.088 6.022
H 2.760 1.254 5.181
H 1.518 2.340 4.403
H 2.886 3.038 5.461
H 5.066 1.062 4.038
H 5.329 2.723 4.653
H 5.460 2.297 2.813
H 2.297 3.970 2.524
H 3.987 3.855 1.818
H 3.745 4.609 3.383
H 3.829 -2.865 1.775
H 5.598 -3.152 1.299
H 4.758 -1.761 0.585
H 4.263 -2.963 4.161
H 5.809 -2.229 4.879
H 5.862 -3.539 3.665
H 6.567 -0.108 1.889
H 7.448 -1.654 2.288
H 6.777 -0.621 3.612
```

largest force on an atom	0.0724	hartree/bohr
HOMO	-4.800	eV
total charge	-1
ΔE to the lowest compared entry with this formula, charge and spin	43.9	kcal/mol
M	1027.10	g mol⁻¹